(1)
Here is an isolated ion of composition C4H6N5 and charge +1 at a distorted geometry from the Open Molecules 2025 dataset. Energies are from ωB97M-V with the def2-TZVPD basis set.

The geometry in XYZ format:
```
15
C4H6N5 | the Open Molecules 2025 dataset | ωB97M-V with the def2-TZVPD basis set
C -1.709 0.274 0.973
C -0.547 -0.170 0.080
C 1.694 -0.681 0.217
C 0.322 0.847 -0.739
N -2.821 0.165 0.424
N -2.498 -0.620 -1.009
N -1.366 -0.870 -1.089
N 1.771 0.393 -0.545
N 0.548 -1.063 0.697
H -1.405 0.892 1.881
H 2.521 -1.194 0.767
H 0.049 1.007 -1.767
H 0.428 1.909 -0.316
H 2.637 0.895 -0.882
H 0.375 -1.784 1.306
```

- Net charge: +1
- SMILES: C1=NN=N[C@@]12CNC=[NH+]2
- HOMO energy: -13.8 eV
- LUMO energy: -4.07 eV
- Relative energy (zero: lowest compared OMol25 entry of this formula, charge and spin): 273.59 kJ/mol
- Strongest force on any atom: 0.1190 Eh/bohr
- Calculated total energy: -429.4311 Eh

Atomic partial charges in e from the natural (NBO) method, atoms 1 to 5:
1 C -0.013
2 C 0.133
3 C 0.389
4 C -0.249
5 N -0.203

***

(2)
Here is an isolated ion of composition C4H6N5S and charge -1 at a distorted geometry from the Open Molecules 2025 dataset. Energies are from ωB97M-V with the def2-TZVPD basis set.

The geometry in XYZ format:
```
16
C4H6N5S | the Open Molecules 2025 dataset | ωB97M-V with the def2-TZVPD basis set
C 2.065 0.527 -0.089
C -0.978 -0.257 0.186
C -2.181 -0.256 0.992
C -0.859 0.564 -1.041
N 2.170 -1.683 -0.111
N 3.336 0.168 -0.433
N 3.340 -1.148 -0.404
N 0.017 -0.792 0.777
N 1.380 -0.632 0.115
S 1.510 2.090 0.296
H -2.272 0.843 1.310
H -3.152 -0.729 0.487
H -1.971 -0.902 1.954
H -0.238 1.530 -0.695
H -1.872 0.765 -1.477
H -0.294 -0.089 -1.868
```

- Net charge: -1
- SMILES: CC(C)=Nn1nnnc1[S-]
- HOMO energy: -3.6 eV
- LUMO energy: 3.44 eV
- Relative energy (zero: lowest compared OMol25 entry of this formula, charge and spin): 0.00 kJ/mol
- Strongest force on any atom: 0.0683 Eh/bohr
- Calculated total energy: -827.9471 Eh

Atomic partial charges in e from the natural (NBO) method, atoms 1 to 5:
1 C 0.135
2 C 0.275
3 C -0.654
4 C -0.761
5 N -0.148

***

(3)
Here is C4H6NO as an isolated structure at a distorted geometry from the Open Molecules 2025 dataset. Energies are from ωB97M-V with the def2-TZVPD basis set.

The geometry in XYZ format:
```
12
C4H6NO | the Open Molecules 2025 dataset | ωB97M-V with the def2-TZVPD basis set
C -1.721 0.518 0.048
C -0.994 -0.128 0.958
C -0.704 0.367 -1.029
C 1.604 -0.274 0.275
N 0.116 -0.249 -0.068
O -0.405 -0.984 -1.100
H -2.664 1.190 0.237
H -0.984 -0.518 1.972
H -0.131 1.020 -2.177
H 2.213 -0.277 -0.750
H 1.998 0.584 0.942
H 1.672 -1.248 0.692
```

- Net charge: +1
- HOMO energy: -15.7 eV
- LUMO energy: -4.60 eV
- Relative energy (zero: lowest compared OMol25 entry of this formula, charge and spin): 609.27 kJ/mol
- Strongest force on any atom: 0.1168 Eh/bohr
- Calculated total energy: -285.4901 Eh

Atomic partial charges in e from the natural (NBO) method, atoms 1 to 5:
1 C -0.191
2 C -0.013
3 C 0.216
4 C -0.429
5 N 0.006

***

(4)
Here is C4H6NO as an isolated structure at a distorted geometry from the Open Molecules 2025 dataset. Energies are from ωB97M-V with the def2-TZVPD basis set.

The geometry in XYZ format:
```
12
C4H6NO | the Open Molecules 2025 dataset | ωB97M-V with the def2-TZVPD basis set
C -1.918 -0.339 -0.511
C -1.595 -0.916 0.591
C 2.244 0.375 0.037
C 0.286 0.695 0.093
N -0.465 -0.479 -0.249
O 2.588 -0.708 -0.222
H -2.525 0.128 -1.249
H -1.727 -1.391 1.534
H 2.761 1.300 0.256
H 0.122 1.023 1.112
H 0.160 1.495 -0.625
H 0.071 -1.184 -0.768
```

- Net charge: +1
- HOMO energy: -14.0 eV
- LUMO energy: -4.07 eV
- Relative energy (zero: lowest compared OMol25 entry of this formula, charge and spin): 371.90 kJ/mol
- Strongest force on any atom: 0.0815 Eh/bohr
- Calculated total energy: -285.5806 Eh

Atomic partial charges in e from the natural (NBO) method, atoms 1 to 5:
1 C 0.039
2 C 0.035
3 C 0.509
4 C -0.393
5 N -0.391

***

(5)
Here is an isolated ion of composition C4H6NO and charge +1 at a distorted geometry from the Open Molecules 2025 dataset. Energies are from ωB97M-V with the def2-TZVPD basis set.

The geometry in XYZ format:
```
12
C4H6NO | the Open Molecules 2025 dataset | ωB97M-V with the def2-TZVPD basis set
C -0.032 -0.939 0.275
C -0.018 0.460 -0.135
C -0.376 1.262 1.213
C 0.822 0.957 -1.253
N -0.854 -1.339 1.120
O -1.187 1.129 0.208
H 0.900 -1.505 0.214
H 1.600 1.867 -1.006
H 0.132 1.270 -2.035
H 1.423 0.012 -1.525
H -1.699 -0.895 1.430
H -0.711 -2.278 1.495
```

- Net charge: +1
- HOMO energy (spin up / spin down): -12.2 / -16.2 eV
- LUMO energy (spin up / spin down): -5.46 / -7.97 eV
- Relative energy (zero: lowest compared OMol25 entry of this formula, charge and spin): 262.62 kJ/mol
- Strongest force on any atom: 0.0831 Eh/bohr
- Calculated total energy: -285.4853 Eh
- ⟨S²⟩: 2.016
- Spin multiplicity: 3

Atomic partial charges in e from the natural (NBO) method, atoms 1 to 5:
1 C 0.218
2 C 0.202
3 C 0.315
4 C -0.673
5 N -0.557

***

(6)
Here is a 2-piece molecular cluster, C4H6NO2 overall at a distorted geometry from the Open Molecules 2025 dataset. Energies are from ωB97M-V with the def2-TZVPD basis set.

The geometry in XYZ format:
```
13
C4H6NO2 | the Open Molecules 2025 dataset | ωB97M-V with the def2-TZVPD basis set
O 0.888 0.982 -2.497
C 1.859 1.408 -1.823
O 1.837 1.910 -0.685
H 2.860 1.441 -2.334
C -0.502 -1.180 0.899
C -0.922 -1.866 1.964
C -0.979 0.890 -0.116
N -0.395 0.189 0.767
H -0.052 -1.722 0.073
H -1.398 -1.370 2.800
H -0.727 -2.927 2.038
H -0.409 1.522 -0.801
H -2.059 0.722 -0.285
```

- Net charge: -1
- HOMO energy: -4.2 eV
- LUMO energy: 3.90 eV
- Relative energy (zero: lowest compared OMol25 entry of this formula, charge and spin): 234.30 kJ/mol
- Strongest force on any atom: 0.0402 Eh/bohr
- Calculated total energy: -361.2185 Eh

Atomic partial charges in e from the natural (NBO) method, atoms 1 to 5:
1 O -0.807
2 C 0.623
3 O -0.772
4 H -0.004
5 C 0.009

***

(7)
Here is an isolated ion of composition C4H6NO2 and charge -1 at a distorted geometry from the Open Molecules 2025 dataset. Energies are from ωB97M-V with the def2-TZVPD basis set.

The geometry in XYZ format:
```
13
C4H6NO2 | the Open Molecules 2025 dataset | ωB97M-V with the def2-TZVPD basis set
C 0.400 0.699 0.016
C 0.175 2.013 0.176
C 0.713 -1.389 -0.300
C -0.576 -0.424 -0.291
N 1.468 -0.252 0.317
O 2.786 -0.299 0.266
O -1.529 -0.698 0.760
H 0.934 2.564 0.458
H -0.784 2.275 0.341
H 0.521 -2.375 0.130
H 0.912 -1.706 -1.299
H -1.001 -0.534 -1.290
H -1.045 -1.223 1.458
```

- Net charge: -1
- SMILES: C=C1[C@H](O)CN1[O-]
- HOMO energy (spin up / spin down): -1.6 / -1.6 eV
- LUMO energy (spin up / spin down): 4.02 / 4.02 eV
- Relative energy (zero: lowest compared OMol25 entry of this formula, charge and spin): 517.27 kJ/mol
- Strongest force on any atom: 0.0959 Eh/bohr
- Calculated total energy: -361.1107 Eh

Atomic partial charges in e from the natural (NBO) method, atoms 1 to 5:
1 C 0.147
2 C -0.662
3 C -0.255
4 C 0.038
5 N -0.067

***

(8)
Here is C4H6NO2 as an isolated structure at a distorted geometry from the Open Molecules 2025 dataset. Energies are from ωB97M-V with the def2-TZVPD basis set.

The geometry in XYZ format:
```
13
C4H6NO2 | the Open Molecules 2025 dataset | ωB97M-V with the def2-TZVPD basis set
C 0.424 0.178 -0.468
C -0.299 0.196 0.645
C 0.436 1.777 -0.256
C -1.092 -0.597 1.572
N 0.948 -0.760 -1.470
O 0.842 2.765 -0.782
O -0.390 1.568 0.836
H -2.111 -0.258 1.146
H -1.059 -0.280 2.642
H -1.055 -1.691 1.357
H 1.321 -1.634 -1.041
H 1.772 -0.266 -1.890
H 0.262 -0.999 -2.291
```

- Net charge: +1
- HOMO energy: -14.7 eV
- LUMO energy: -4.39 eV
- Relative energy (zero: lowest compared OMol25 entry of this formula, charge and spin): 170.11 kJ/mol
- Strongest force on any atom: 0.0541 Eh/bohr
- Calculated total energy: -360.9091 Eh

Atomic partial charges in e from the natural (NBO) method, atoms 1 to 5:
1 C -0.197
2 C 0.432
3 C 0.819
4 C -0.700
5 N -0.693

***

(9)
Here is an isolated ion of composition C4H6NO4S and charge -1 at a distorted geometry from the Open Molecules 2025 dataset. Energies are from ωB97M-V with the def2-TZVPD basis set.

The geometry in XYZ format:
```
16
C4H6NO4S | the Open Molecules 2025 dataset | ωB97M-V with the def2-TZVPD basis set
C 0.290 -0.275 2.300
C -0.407 0.792 0.125
C -1.895 1.228 0.487
C 0.321 -1.627 0.136
N 0.051 -0.411 0.833
O -0.291 0.737 2.848
O 0.975 -1.044 2.926
O -0.726 3.115 2.083
O -2.569 1.779 3.004
S -1.475 1.892 2.099
H -0.405 0.628 -0.939
H 0.219 1.702 0.385
H -2.042 2.174 -0.128
H 0.707 -1.393 -0.802
H 0.977 -2.199 0.688
H -0.675 -2.086 0.037
```

- Net charge: -1
- SMILES: CN1CC=[S@@](=O)([O-])OC1=O
- HOMO energy: -3.8 eV
- LUMO energy: 3.77 eV
- Relative energy (zero: lowest compared OMol25 entry of this formula, charge and spin): 233.05 kJ/mol
- Strongest force on any atom: 0.0899 Eh/bohr
- Calculated total energy: -909.9052 Eh

Atomic partial charges in e from the natural (NBO) method, atoms 1 to 5:
1 C 0.915
2 C -0.278
3 C -0.860
4 C -0.390
5 N -0.504

***

(10)
Here is an isolated ion of composition C4H6NO5S and charge -1 at a distorted geometry from the Open Molecules 2025 dataset. Energies are from ωB97M-V with the def2-TZVPD basis set.

The geometry in XYZ format:
```
17
C4H6NO5S | the Open Molecules 2025 dataset | ωB97M-V with the def2-TZVPD basis set
C 0.055 0.325 -0.196
C -1.169 -0.925 -0.043
C -0.498 1.589 0.056
C -0.568 -2.262 -0.098
N 0.385 2.562 -0.062
O 1.740 -0.977 1.211
O -1.831 1.847 0.017
O 2.505 0.992 -0.094
O 1.852 -1.055 -1.257
O -2.383 -0.593 0.029
S 1.626 -0.237 -0.072
H -0.036 -2.363 -1.088
H 0.238 -2.108 0.616
H -1.213 -3.178 0.092
H 1.335 2.184 -0.036
H 0.251 3.176 0.673
H -2.290 1.023 0.250
```

- Net charge: -1
- SMILES: CC(=O)/C(=C(/N)O)S(=O)(=O)[O-]
- HOMO energy: -4.6 eV
- LUMO energy: 3.61 eV
- Relative energy (zero: lowest compared OMol25 entry of this formula, charge and spin): 49.11 kJ/mol
- Strongest force on any atom: 0.1490 Eh/bohr
- Calculated total energy: -985.2045 Eh

Atomic partial charges in e from the natural (NBO) method, atoms 1 to 5:
1 C -0.692
2 C 0.643
3 C 0.570
4 C -0.795
5 N -0.812